Computed, not measured: the molecule C4H7NO at a distorted geometry, with wB97M-V/def2-TZVPD.

## Properties
**Energy relative to the best compared isomer or geometry (same formula, charge and spin)**: 6.251 eV
**LUMO**: 0.69 eV
**Orbital gap**: 9.550 eV
**SMILES**: C1=CCONC1

The geometry in XYZ format:
```
13
C4H7NO | the OMol25 dataset | wB97M-V/def2-TZVPD
C -0.385 0.068 -1.111
C 0.765 -0.538 -0.770
C 1.620 0.333 0.092
O 0.815 0.171 1.287
N -0.843 0.482 1.009
C -1.501 -0.257 -0.188
H -0.347 1.130 -1.361
H 0.744 -1.574 -0.417
H 2.641 -0.028 0.297
H 1.660 1.381 -0.225
H -1.014 -0.082 1.828
H -1.666 -1.331 -0.023
H -2.475 0.225 -0.411
```

Here are the Löwdin charges for atoms 1 to 6, given in e:
1 C -0.15
2 C -0.11
3 C -0.22
4 O -0.16
5 N 0.08
6 C -0.19

***

Computed, not measured: a structure of composition C4H7NO at a distorted geometry, with wB97M-V/def2-TZVPD.

## Properties
**Energy relative to the best compared isomer or geometry (same formula, charge and spin)**: 6.685 eV
**LUMO**: 0.50 eV
**Orbital gap**: 10.010 eV

The geometry in XYZ format:
```
13
C4H7NO | the OMol25 dataset | wB97M-V/def2-TZVPD
C 0.506 -0.252 -0.970
C 0.236 0.865 -0.155
C -0.088 0.398 1.210
C -1.347 0.739 1.757
H 0.422 -2.176 -2.167
H 0.106 -1.509 -0.693
H 1.307 1.338 -0.039
H -0.619 1.500 -0.530
H 0.745 0.133 1.973
H -1.997 -0.013 2.578
H -2.169 1.265 1.058
N 1.488 -0.527 -1.774
O 1.409 -1.762 -2.247
```

Here are the Löwdin charges for atoms 1 to 6, given in e:
1 C -0.22
2 C -0.27
3 C -0.23
4 C -0.04
5 H 0.15
6 H 0.19

***

Computed, not measured: a structure of composition C4H7NO, with wB97M-V/def2-TZVPD.

## Properties
**Energy relative to the best compared isomer or geometry (same formula, charge and spin)**: 2.505 eV
**LUMO**: 0.69 eV
**Orbital gap**: 10.558 eV

The geometry in XYZ format:
```
13
C4H7NO | the OMol25 dataset | wB97M-V/def2-TZVPD
C -0.752 -1.348 0.489
C 0.338 -0.344 0.544
C 0.378 1.131 0.206
C 1.823 0.879 0.692
O 2.806 1.536 0.843
N 1.561 -0.523 0.935
H -0.381 -2.328 0.799
H -1.572 -1.043 1.148
H -1.164 -1.410 -0.524
H -1.647 -0.126 -2.802
H 0.275 1.396 -0.852
H -0.228 1.800 0.824
H -1.436 0.382 -2.302
```

Here are the Löwdin charges for atoms 1 to 6, given in e:
1 C -0.02
2 C -0.33
3 C -0.02
4 C -0.45
5 O 0.12
6 N 0.19

***

Computed, not measured: the molecule C4H7NO at a distorted geometry, with wB97M-V/def2-TZVPD.

## Properties
**Energy relative to the best compared isomer or geometry (same formula, charge and spin)**: 4.165 eV
**LUMO**: 0.62 eV
**Orbital gap**: 10.304 eV
**SMILES**: C=C(C)/C=N\O

The geometry in XYZ format:
```
13
C4H7NO | the OMol25 dataset | wB97M-V/def2-TZVPD
C 1.072 -1.033 -0.107
C 0.053 -0.166 -0.324
C -1.295 -0.646 -0.628
C 0.087 1.337 -0.163
N 0.419 2.119 0.833
O 1.269 1.462 1.753
H 2.127 -0.886 0.274
H 0.898 -2.106 -0.490
H -1.553 -0.463 -1.655
H -2.161 -0.157 0.042
H -1.470 -1.828 -0.360
H -0.398 1.822 -1.002
H 0.951 0.545 1.826
```

Here are the Löwdin charges for atoms 1 to 6, given in e:
1 C 0.04
2 C -0.40
3 C -0.12
4 C -0.13
5 N 0.02
6 O -0.09

***

Computed, not measured: the molecule C4H7NO, with wB97M-V/def2-TZVPD.

## Properties
**Energy relative to the best compared isomer or geometry (same formula, charge and spin)**: 2.166 eV
**LUMO**: 1.11 eV
**Orbital gap**: 10.785 eV
**SMILES**: O=CC[C@H]1CN1

The geometry in XYZ format:
```
13
C4H7NO | the OMol25 dataset | wB97M-V/def2-TZVPD
O 1.464 2.028 -0.181
C 1.571 0.849 -0.424
C 0.970 -0.230 0.442
C -0.319 -0.667 -0.249
C -1.643 -0.482 0.388
N -1.252 0.344 -0.748
H 2.036 0.496 -1.369
H 1.652 -1.085 0.517
H 0.801 0.181 1.444
H -0.196 -1.494 -0.945
H -1.662 -0.024 1.375
H -2.444 -1.192 0.192
H -0.978 1.277 -0.444
```

Here are the Löwdin charges for atoms 1 to 6, given in e:
1 O 0.05
2 C -0.27
3 C -0.12
4 C -0.33
5 C -0.15
6 N 0.02

***

Computed, not measured: the molecule C4H7NO, with wB97M-V/def2-TZVPD.

## Properties
**Energy relative to the best compared isomer or geometry (same formula, charge and spin)**: 2.510 eV
**LUMO**: 0.75 eV
**Orbital gap**: 8.777 eV
**SMILES**: CN=C=C(C)O

The geometry in XYZ format:
```
13
C4H7NO | the OMol25 dataset | wB97M-V/def2-TZVPD
C -2.085 -1.036 -0.638
N -1.549 0.328 -0.580
C -0.443 0.464 -0.048
C 0.732 0.623 0.516
C 2.026 0.488 -0.223
O 0.900 0.880 1.864
H -2.872 -1.085 -1.391
H -2.519 -1.299 0.331
H -1.304 -1.764 -0.876
H 2.651 1.373 -0.066
H 1.851 0.362 -1.295
H 2.575 -0.386 0.147
H 0.036 1.054 2.258
```

Here are the Löwdin charges for atoms 1 to 6, given in e:
1 C -0.12
2 N 0.02
3 C -0.08
4 C -0.38
5 C -0.04
6 O 0.02

***

Computed, not measured: the molecule C4H7NO, with wB97M-V/def2-TZVPD.

## Properties
**Energy relative to the best compared isomer or geometry (same formula, charge and spin)**: 2.956 eV
**LUMO**: 1.11 eV
**Orbital gap**: 10.546 eV
**SMILES**: ON=C1CCC1

The geometry in XYZ format:
```
13
C4H7NO | the OMol25 dataset | wB97M-V/def2-TZVPD
O 2.497 -0.761 0.013
N 1.793 0.431 0.196
C 0.574 0.279 -0.107
C -0.314 -0.899 -0.427
C -1.463 -0.072 0.216
C -0.589 1.212 0.112
H 3.376 -0.532 0.338
H -0.451 -1.055 -1.503
H -0.027 -1.846 0.037
H -2.426 -0.046 -0.301
H -1.614 -0.390 1.249
H -0.830 1.788 -0.788
H -0.526 1.890 0.967
```

Here are the Löwdin charges for atoms 1 to 6, given in e:
1 O -0.07
2 N 0.04
3 C -0.33
4 C -0.10
5 C -0.16
6 C -0.11

***

Computed, not measured: the molecule C4H7NO at a distorted geometry, with wB97M-V/def2-TZVPD.

## Properties
**Energy relative to the best compared isomer or geometry (same formula, charge and spin)**: 2.831 eV
**LUMO**: 0.68 eV
**Orbital gap**: 10.418 eV
**SMILES**: C[C@H]1CC(=O)N1

The geometry in XYZ format:
```
13
C4H7NO | the OMol25 dataset | wB97M-V/def2-TZVPD
C -0.340 1.603 -0.274
C 0.075 0.175 -0.359
C 0.845 -0.627 0.691
C -0.339 -1.601 0.646
O -0.617 -2.606 1.238
N -1.044 -0.836 -0.362
H -1.126 1.796 -1.016
H -0.733 1.862 0.709
H 0.541 2.203 -0.507
H 0.586 0.058 -1.386
H 1.764 -1.069 0.292
H 1.047 -0.121 1.634
H -0.525 -0.866 -1.300
```

Here are the Löwdin charges for atoms 1 to 6, given in e:
1 C -0.06
2 C -0.44
3 C -0.03
4 C -0.44
5 O 0.11
6 N 0.09

***

Computed, not measured: the molecule C4H7NO, with wB97M-V/def2-TZVPD.

## Properties
**Energy relative to the best compared isomer or geometry (same formula, charge and spin)**: 1.150 eV
**LUMO**: 1.06 eV
**Orbital gap**: 10.746 eV
**SMILES**: C[C@H]1COC=N1

The geometry in XYZ format:
```
13
C4H7NO | the OMol25 dataset | wB97M-V/def2-TZVPD
C -1.571 -0.633 0.177
C -0.244 -0.155 -0.403
C 0.326 1.080 0.275
O 1.733 0.976 0.005
C 1.914 -0.358 -0.199
N 0.901 -1.105 -0.356
H -1.645 -1.717 0.088
H -2.418 -0.188 -0.359
H -1.682 -0.361 1.233
H -0.378 0.068 -1.471
H 0.189 1.053 1.365
H -0.083 2.003 -0.131
H 2.958 -0.662 -0.222
```

Here are the Löwdin charges for atoms 1 to 6, given in e:
1 C -0.06
2 C -0.38
3 C -0.15
4 O -0.05
5 C -0.23
6 N 0.10

***

Computed, not measured: a structure of composition C4H7NO at a distorted geometry, with wB97M-V/def2-TZVPD.

## Properties
**Energy relative to the best compared isomer or geometry (same formula, charge and spin)**: 4.189 eV
**LUMO**: 0.19 eV
**Orbital gap**: 9.255 eV

The geometry in XYZ format:
```
13
C4H7NO | the OMol25 dataset | wB97M-V/def2-TZVPD
C 1.450 -0.174 -0.441
N 0.000 -0.029 -0.601
C -0.993 1.441 0.661
C -0.578 0.190 0.766
C -0.798 -1.180 -0.604
O -0.430 -2.284 -0.274
H 1.875 0.620 0.192
H 1.914 -0.097 -1.428
H 1.674 -1.149 -0.005
H -0.669 2.194 1.347
H -1.500 1.723 -0.258
H -0.137 -0.340 1.612
H -1.808 -0.916 -0.967
```

Here are the Löwdin charges for atoms 1 to 6, given in e:
1 C -0.06
2 N -0.15
3 C 0.07
4 C -0.19
5 C -0.40
6 O 0.04

***

Computed, not measured: the molecule C4H7NO, with wB97M-V/def2-TZVPD.

## Properties
**Energy relative to the best compared isomer or geometry (same formula, charge and spin)**: 0.751 eV
**LUMO**: 0.93 eV
**Orbital gap**: 10.638 eV
**SMILES**: C[C@H]1CC(=O)N1

The geometry in XYZ format:
```
13
C4H7NO | the OMol25 dataset | wB97M-V/def2-TZVPD
C 0.017 1.663 -0.059
C -0.266 0.217 -0.431
C 0.886 -0.820 -0.313
C -0.027 -1.548 0.673
O -0.027 -2.634 1.194
N -0.967 -0.542 0.620
H -0.921 2.215 0.066
H 0.564 1.719 0.889
H 0.605 2.169 -0.833
H -0.786 0.162 -1.395
H 1.034 -1.477 -1.172
H 1.852 -0.449 0.039
H -1.965 -0.675 0.721
```

Here are the Löwdin charges for atoms 1 to 6, given in e:
1 C -0.07
2 C -0.35
3 C -0.03
4 C -0.49
5 O 0.07
6 N 0.11

***

Computed, not measured: a cluster of 2 separate species, C4H7NO in total at a distorted geometry, with wB97M-V/def2-TZVPD.

## Properties
**Energy relative to the best compared isomer or geometry (same formula, charge and spin)**: 1.594 eV
**LUMO**: 0.97 eV
**Orbital gap**: 9.288 eV
**SMILES**: c1cc[nH]c1.O

The geometry in XYZ format:
```
13
C4H7NO | the OMol25 dataset | wB97M-V/def2-TZVPD
C -1.017 1.159 0.482
C -0.643 0.372 1.603
C -0.247 -0.916 1.114
N -0.450 -0.906 -0.238
C -0.823 0.380 -0.685
H -1.559 2.177 0.554
H -0.539 0.682 2.661
H 0.003 -1.886 1.556
H -0.401 -1.627 -0.893
H -1.013 0.568 -1.708
O 2.273 -0.277 -1.357
H 2.950 0.093 -1.791
H 1.468 0.182 -1.297
```

Here are the Löwdin charges for atoms 1 to 6, given in e:
1 C -0.12
2 C -0.11
3 C -0.11
4 N -0.01
5 C -0.14
6 H 0.12